Model one:
{"formula": "C2HCl3OS", "method": "wB97M-V/def2-TZVPD", "elements": ["C", "C", "O", "S", "Cl", "Cl", "Cl", "H"], "positions_angstrom": [[-1.34, -0.24, -0.25], [0.12, -0.19, 0.21], [-1.75, -1.25, -0.77], [0.78, 1.38, -0.64], [1.02, -1.66, -0.28], [0.28, -0.03, 1.90], [2.70, 1.30, -0.13], [-1.80, 0.68, -0.04]], "nbo_charge": [0.344, -0.352, -0.470, 0.426, 0.037, 0.079, -0.209, 0.146], "spin_multiplicity": 3, "orbital_gap_ev": [6.654, 7.275]}

=====

Model two:
{"formula": "C2HCl3OS", "method": "wB97M-V/def2-TZVPD", "elements": ["C", "C", "O", "S", "Cl", "Cl", "Cl", "H"], "positions_angstrom": [[-1.23, -0.37, -0.21], [0.20, -0.02, -0.01], [-1.72, -1.43, -0.29], [0.86, 1.54, -0.59], [1.10, -1.41, -0.44], [0.01, 0.01, 1.88], [2.81, 1.18, -0.17], [-2.03, 0.50, -0.18]], "nbo_charge": [0.361, -0.373, -0.474, 0.494, 0.091, -0.021, -0.216, 0.139], "spin_multiplicity": 3, "orbital_gap_ev": [6.878, 7.082]}

=====

Which structure is most stable, and how do the rest compare? From most to least stable: model one, model two.

=====

Model one:
{"formula": "C6H10N4O2", "method": "wB97M-V/def2-TZVPD", "elements": ["C", "C", "C", "C", "C", "C", "N", "N", "N", "N", "O", "O", "H", "H", "H", "H", "H", "H", "H", "H", "H", "H"], "positions_angstrom": [[-3.90, 1.14, 0.90], [-3.12, 0.05, 0.53], [2.27, -0.79, -0.74], [1.21, 1.53, -0.40], [1.15, -0.06, 1.45], [1.22, 0.05, -0.05], [-4.50, 1.95, 1.43], [-0.09, -0.37, -0.62], [-2.88, -0.31, -0.67], [-0.55, -1.46, -0.50], [-2.05, -1.38, -0.89], [-0.18, -2.56, -0.24], [2.15, -1.89, -0.56], [2.11, -0.72, -1.89], [3.27, -0.56, -0.53], [0.99, 1.64, -1.45], [2.25, 1.95, -0.46], [0.79, 2.06, 0.43], [1.99, 0.36, 2.10], [0.28, 0.49, 1.82], [1.00, -1.11, 1.79], [-3.41, -0.01, -1.45]], "nbo_charge": [0.126, 0.030, -0.628, -0.613, -0.641, 0.067, -0.272, -0.219, -0.202, 0.590, -0.328, -0.341, 0.234, 0.212, 0.225, 0.233, 0.211, 0.231, 0.238, 0.227, 0.226, 0.393], "orbital_gap_ev": 8.699}

=====

Model two:
{"formula": "C6H10N4O2", "method": "wB97M-V/def2-TZVPD", "elements": ["C", "C", "C", "C", "C", "C", "N", "N", "N", "N", "O", "O", "H", "H", "H", "H", "H", "H", "H", "H", "H", "H"], "positions_angstrom": [[-1.55, -1.47, -2.53], [-1.99, -0.23, -1.78], [-0.73, 0.89, 1.67], [0.41, -1.37, 1.17], [1.75, 0.82, 1.12], [0.39, 0.10, 0.90], [-1.09, -2.20, -3.30], [-0.03, 0.25, -0.47], [0.63, 0.57, -2.62], [-1.27, -0.04, -0.64], [0.85, 0.75, -1.29], [-3.01, 0.35, -2.09], [-0.51, 1.10, 2.72], [-0.92, 1.85, 1.25], [-1.71, 0.36, 1.71], [1.12, -1.63, 2.06], [0.83, -1.96, 0.31], [-0.50, -1.89, 1.25], [1.51, 1.79, 0.79], [1.81, 0.73, 2.17], [2.57, 0.35, 0.70], [1.44, 0.88, -3.08]], "nbo_charge": [0.164, 0.589, -0.618, -0.629, -0.599, 0.114, -0.273, 0.197, -0.356, -0.338, -0.118, -0.487, 0.216, 0.221, 0.241, 0.223, 0.231, 0.236, 0.221, 0.218, 0.222, 0.325], "orbital_gap_ev": [9.343, 7.752]}

=====

Which structure is most stable, and how do the rest compare? From most to least stable: model two, model one.

=====

Model one:
{"formula": "C8H14N", "method": "wB97M-V/def2-TZVPD", "elements": ["C", "C", "C", "C", "C", "C", "C", "C", "N", "H", "H", "H", "H", "H", "H", "H", "H", "H", "H", "H", "H", "H", "H"], "positions_angstrom": [[0.68, 0.06, -2.49], [-0.21, -0.84, -0.69], [1.14, -0.24, -1.11], [-0.12, 0.51, -1.31], [-0.31, -0.89, 0.77], [-0.92, 1.83, -1.13], [-1.22, -1.93, 1.38], [1.31, 0.88, 1.70], [0.23, -0.16, 1.69], [1.15, 0.64, -3.17], [0.26, -0.75, -3.04], [-0.62, -1.69, -1.19], [-1.00, 2.21, -0.10], [-1.92, 1.93, -1.56], [-0.33, 2.56, -1.53], [-2.05, -2.13, 0.72], [-1.82, -1.75, 2.32], [-0.79, -2.77, 1.66], [2.19, 0.36, 1.46], [1.12, 1.51, 0.91], [1.23, 1.35, 2.77], [-0.12, -0.33, 2.60], [2.11, -0.35, -0.65]], "nbo_charge": [-0.364, -0.315, -0.189, 0.032, 0.496, -0.625, -0.699, -0.408, -0.440, 0.234, 0.192, 0.239, 0.216, 0.254, 0.236, 0.253, 0.259, 0.260, 0.224, 0.227, 0.245, 0.419, 0.254], "charge": 1, "smiles": "C/[NH+]=C(/C)[C@@H]1[C@H]2C[C@]21C", "orbital_gap_ev": 9.945}

=====

Model two:
{"formula": "C8H14N", "method": "wB97M-V/def2-TZVPD", "elements": ["C", "C", "C", "C", "C", "C", "C", "C", "N", "H", "H", "H", "H", "H", "H", "H", "H", "H", "H", "H", "H", "H", "H"], "positions_angstrom": [[-3.66, -1.26, -1.23], [-2.62, -0.85, -0.19], [-0.09, -1.23, -0.44], [-1.34, -0.93, -0.42], [2.62, 2.29, 1.87], [3.02, 1.16, 0.91], [1.62, 1.33, 1.24], [0.81, -0.54, -1.43], [0.39, 1.02, 1.10], [-3.16, -1.52, -2.22], [-4.46, -1.99, -0.82], [-3.05, -0.51, 0.73], [0.19, -2.26, -0.26], [2.72, 2.17, 2.93], [2.85, 3.23, 1.36], [3.19, 1.40, -0.15], [3.59, 0.36, 1.13], [1.94, -0.55, -1.07], [0.88, -1.20, -2.27], [0.53, 0.52, -1.63], [-0.29, 1.54, 1.61], [0.14, 0.09, 0.60], [-4.26, -0.39, -1.29]], "nbo_charge": [-0.633, -0.224, -0.424, 0.123, -0.448, -0.451, 0.463, -0.627, -0.616, 0.235, 0.248, 0.238, 0.256, 0.268, 0.275, 0.272, 0.258, 0.198, 0.253, 0.224, 0.427, 0.454, 0.231], "charge": 1, "orbital_gap_ev": 8.960}

=====

Which structure is most stable, and how do the rest compare? From most to least stable: model one, model two.

=====

Model one:
{"formula": "C3H3N5O", "method": "wB97M-V/def2-TZVPD", "elements": ["C", "C", "C", "H", "H", "H", "N", "N", "N", "N", "N", "O"], "positions_angstrom": [[0.11, 0.98, -1.25], [0.69, -0.65, 1.79], [0.37, 0.43, 0.06], [0.21, 2.04, -2.73], [-1.08, -1.78, 1.68], [1.12, -1.06, 2.71], [-0.88, 0.22, -1.80], [-1.22, -0.77, -1.08], [-0.61, -0.55, 0.08], [-0.33, -1.35, 1.19], [1.11, 0.37, 1.17], [0.51, 2.11, -1.83]], "nbo_charge": [0.354, 0.230, 0.156, 0.493, 0.419, 0.208, -0.292, -0.081, -0.017, -0.396, -0.428, -0.647], "smiles": "Oc1nnn2[nH]cnc12", "orbital_gap_ev": 8.943}

=====

Model two:
{"formula": "C3H3N5O", "method": "wB97M-V/def2-TZVPD", "elements": ["C", "C", "C", "H", "H", "H", "N", "N", "N", "N", "N", "O"], "positions_angstrom": [[-1.30, -0.49, 0.22], [-0.68, 1.09, 0.03], [0.23, -0.70, 0.03], [-3.31, -1.03, 0.14], [-2.25, -1.58, -1.21], [-1.33, -0.34, 1.32], [-2.42, -1.39, -0.22], [0.48, 0.53, -0.31], [1.88, 0.66, -0.30], [2.34, -0.45, 0.05], [1.37, -1.45, 0.32], [-1.02, 2.28, 0.16]], "nbo_charge": [-0.139, 0.684, 0.374, 0.402, 0.388, 0.220, -0.800, -0.321, -0.031, 0.003, -0.284, -0.495], "orbital_gap_ev": 9.728}

=====

Which structure is most stable, and how do the rest compare? From most to least stable: model one, model two.